The following is a DFT calculation (ωB97M-V/def2-TZVPD) of a 3-piece molecular cluster, C37H47F7N3O13 overall in a non-equilibrium geometry.

The geometry in XYZ format:
```
107
C37H47F7N3O13 ωB97M-V/def2-TZVPD
C -5.43408 2.88461 -1.35858
C -4.34690 2.85472 -0.21738
C -2.86665 3.20364 -0.73223
F -2.77249 3.21287 -2.13648
C -1.92299 2.13721 -0.06990
C -2.05729 0.76309 -0.58779
O -2.93115 0.44988 -1.63397
C -2.21015 0.49232 -2.87696
O -1.01929 0.34528 -2.91825
C -2.91725 0.78154 -4.22902
C -3.97934 1.76349 -4.42799
C -4.60153 2.00518 -5.74570
C -4.17343 1.23700 -6.91144
C -3.09001 0.26845 -6.73400
C -2.46049 0.03623 -5.42260
C -1.26267 -0.35840 -0.01269
C -1.40642 -1.83082 -0.48050
O -1.60805 -2.64426 0.40065
O -1.36906 -2.25282 -1.77304
C -1.68029 -3.67720 -1.86992
C -1.69197 -4.19717 -3.36471
C -2.07862 -3.10711 -4.43554
C -2.96781 -3.71945 -5.59916
N -4.41489 -3.73348 -5.26418
C -0.32401 0.03207 1.07796
C 0.50149 -1.12679 1.72366
N 1.35994 -1.80903 0.74080
C 1.42346 -3.26566 0.94210
C -0.23332 1.43611 1.51679
C 0.78201 1.70743 2.69742
O 2.15078 1.64242 2.27803
C 2.37218 2.26605 1.03287
C 2.51161 3.80892 0.82075
O 2.50225 1.55253 0.07340
N -1.01633 2.44359 0.94178
C -0.89538 3.85683 1.39774
C -2.03706 4.15032 2.44614
O -2.99506 4.78809 2.13107
O -1.84533 3.63614 3.73391
C -2.85221 2.67848 4.08879
C -2.63324 1.15857 3.75467
O -3.82733 3.04258 4.65900
H -6.45855 2.83775 -0.88908
H -5.34533 1.92241 -1.94428
H -5.33179 3.73761 -2.07391
H -4.37413 1.82698 0.24972
H -4.67044 3.57048 0.58548
H -2.67638 4.24982 -0.39241
H -4.35686 2.38921 -3.59403
H -5.41865 2.75553 -5.83609
H -4.63554 1.39385 -7.90981
H -2.72829 -0.30949 -7.62430
H -1.64016 -0.71070 -5.40774
H -2.68392 -3.92991 -1.43334
H -0.84919 -4.23735 -1.35144
H -2.50047 -4.98841 -3.41287
H -0.73955 -4.72313 -3.63270
H -2.56571 -2.19014 -4.00950
H -1.10345 -2.74818 -4.88706
H -2.57751 -4.77042 -5.75317
H -2.80094 -3.16835 -6.56534
H -4.57978 -3.11187 -4.46805
H -4.65474 -4.68382 -4.97862
H -0.26486 -1.84560 2.15451
H 1.14559 -0.81387 2.58420
H 1.13418 -1.56677 -0.22212
H 2.31524 -3.58900 1.55822
H 1.51611 -3.81238 -0.03927
H 0.51811 -3.70463 1.45368
H 0.63530 0.89029 3.45728
H 0.55035 2.66320 3.25376
H 1.81253 4.11273 -0.00955
H 3.53408 4.12400 0.47705
H 2.22404 4.32399 1.77720
H -0.93423 4.54698 0.51070
H 0.07806 4.06194 1.90322
H -2.67619 0.96206 2.64224
H -3.47134 0.55342 4.19867
H -1.67273 0.77487 4.19233
C 5.14790 3.91240 4.95497
C 4.85713 5.37081 5.24895
O 5.78548 6.22642 4.56348
C 5.52554 6.46360 3.27449
O 4.58817 6.01460 2.67320
C 6.56202 7.42291 2.68961
F 7.81620 7.08769 3.03513
F 6.36274 8.68188 3.11835
F 6.52482 7.45623 1.35105
H 6.18666 3.67392 5.19183
H 4.49315 3.26449 5.53963
H 5.00262 3.68644 3.89700
H 4.98660 5.56324 6.31418
H 3.82921 5.63660 4.99537
C 6.17062 -7.33015 2.13437
C 5.32393 -6.87459 0.96313
O 4.19400 -7.74448 0.77829
C 3.14818 -7.52779 1.58314
O 3.10047 -6.67545 2.42499
C 2.00810 -8.48801 1.24446
F 2.43639 -9.75104 1.08375
F 1.39258 -8.13667 0.09749
F 1.06716 -8.51732 2.19672
H 6.46496 -8.37439 2.01043
H 7.06818 -6.71654 2.22129
H 5.61546 -7.26466 3.07137
H 5.90923 -6.92732 0.04466
H 4.99801 -5.83936 1.07966
```

The net charge is +1. As for the lowest unoccupied orbital energy: -4.75 eV. The frontier orbital gap comes out at 6.4696 eV. Its total energy is -89230.667 eV.